Formula: C30H58BrN3O4P
Source: the OMol25 dataset
Level of theory: the ωB97M-V functional and the def2-TZVPD basis

```
97
Properties=species:S:1:pos:R:3:forces:R:3:mulliken_charge:R:1
C -4.6946 -0.0641 1.1834 0.287 0.429 -0.039 -0.7134
C -4.1485 -1.3812 0.3603 -0.419 -0.419 0.130 -0.1390
C -4.7586 -1.4691 -1.1591 -0.621 0.241 0.643 -0.6968
C -4.4411 -0.1112 -2.0802 -0.383 -1.491 -0.920 -0.3368
C -3.2529 -0.5014 -3.1582 -0.824 -0.481 -0.295 -0.3773
C -2.8697 0.6948 -4.2112 -0.874 0.475 0.301 -0.6283
C -1.6497 1.6801 -3.7341 0.990 0.034 -1.142 -0.8775
C -0.3525 0.9192 -3.0822 -0.245 0.077 0.450 0.4869
C 0.2156 -0.3536 -3.9451 -0.380 -0.018 -0.446 -0.0522
C 1.6399 -0.9718 -3.4183 -0.102 -0.449 0.067 -0.5392
C 2.1706 -0.3765 -1.9861 1.179 -1.080 0.383 -0.4133
C 1.4114 -1.1053 -0.6898 0.751 -0.294 -0.703 0.2983
C 2.4380 -1.3706 0.5724 0.016 -0.116 0.097 -0.7964
C 1.5917 -1.5120 1.9987 0.925 0.511 -0.793 -0.6899
C 1.7575 -0.0820 2.8578 1.833 -1.726 -3.179 -0.3456
O 1.4651 0.9740 1.8859 0.179 -0.802 3.455 0.2649
C 1.5774 2.3269 2.4256 0.638 3.159 -0.924 -0.4924
C 1.8985 3.3170 1.1154 0.527 -0.851 0.472 0.4547
C 3.0790 4.3932 1.5547 -1.091 -0.504 -0.569 -1.2044
C 0.5554 4.0225 0.4918 0.373 -0.310 -1.246 0.2991
C 0.8992 4.3522 -1.1045 0.011 0.134 0.405 -1.0202
C -0.7848 3.0768 0.4956 -0.426 0.051 0.845 -0.6484
C 3.3287 -0.1169 3.3857 0.808 -0.464 0.441 -0.9997
N 3.5748 0.6507 4.6627 -0.156 -1.093 0.248 -0.2118
C 2.6606 0.1371 5.7518 -0.382 0.441 -0.475 -0.7169
C 1.1103 0.5233 5.2563 2.643 2.697 2.579 -0.0354
P -0.0121 -0.0226 6.7531 -0.444 -1.549 0.840 0.1887
O 0.9951 -0.5089 8.1180 -1.655 3.448 -0.989 -0.4672
Br -1.2396 1.7970 7.4629 1.339 -0.758 -0.337 -0.1892
N 0.7362 -0.2136 3.9884 -0.358 0.060 0.848 0.1436
C -0.7056 0.0368 3.5266 -3.649 -1.380 -0.200 -0.4153
O -1.2678 1.3142 3.9900 5.975 -0.449 -1.969 0.0930
O -2.5176 1.1319 4.4022 -4.582 -0.033 1.457 -0.4962
H -5.8659 0.0905 1.0623 2.530 -0.472 0.117 0.3116
H -4.1560 0.9218 0.8092 -1.175 -2.006 0.715 0.0949
H -4.4745 -0.1414 2.3359 -0.374 0.004 -2.239 0.2063
H -2.9664 -1.4438 0.2870 -2.339 0.385 0.335 -0.0564
H -4.5097 -2.3309 0.9779 0.825 1.885 -1.419 0.3169
H -5.9385 -1.5941 -1.0364 2.518 0.337 -0.314 0.3773
H -4.3790 -2.4627 -1.6828 -0.649 2.218 0.978 0.3063
H -5.4253 0.0435 -2.7303 2.139 0.092 1.473 0.2472
H -4.2059 0.8366 -1.4333 -0.447 -1.880 -1.278 0.0903
H -3.7005 -1.3909 -3.8156 0.973 1.836 1.499 0.2414
H -2.3502 -0.9612 -2.5726 -1.497 1.042 -1.180 0.1137
H -2.7201 0.2466 -5.3068 0.063 0.980 2.547 0.3068
H -3.8387 1.3847 -4.3023 2.009 -1.486 0.133 0.3265
H -1.9734 2.5460 -3.0068 0.359 -1.875 -1.310 0.2643
H -1.2542 2.2260 -4.7191 -0.875 -1.070 2.085 0.3462
H 0.4751 1.7515 -2.8872 -1.677 -1.852 -0.520 0.0777
H -0.6778 0.5107 -2.0194 0.712 0.820 -2.036 -0.4537
H -0.6011 -1.2100 -3.9416 1.677 1.775 0.034 -0.0203
H 0.3645 -0.0590 -5.0800 -0.419 -0.373 2.290 0.3024
H 2.4442 -0.8482 -4.2874 -1.581 -0.108 2.105 0.2607
H 1.4963 -2.1455 -3.2581 0.370 2.531 -0.417 0.1437
H 2.1802 0.7932 -1.9058 -0.245 -2.292 -0.162 -0.1146
H 3.3112 -0.7148 -1.8895 -2.325 0.752 -0.275 0.5269
H 0.5056 -0.4371 -0.3652 1.634 -1.484 -0.451 -0.3907
H 1.0844 -2.1811 -1.0738 0.259 2.394 0.879 0.2730
H 3.0694 -2.3738 0.4609 -1.500 2.168 -0.088 0.3255
H 3.2222 -0.4986 0.6155 -1.619 -1.618 0.079 0.2931
H 0.4806 -1.7378 1.7069 2.014 0.440 0.780 0.2824
H 2.0728 -2.4079 2.6069 -1.270 1.936 -0.998 0.4587
H 2.4559 2.5155 3.1721 -1.474 -1.035 -1.287 0.3721
H 0.6073 2.7682 2.9092 1.488 -1.378 -0.756 0.0865
H 2.4092 2.6007 0.3143 -1.360 1.428 1.538 -0.3027
H 2.7945 4.8125 2.6110 0.825 -0.651 -1.984 0.2957
H 3.0574 5.2596 0.7602 0.333 -1.654 1.692 0.3592
H 4.1153 3.8179 1.5469 -2.172 1.464 0.176 0.2926
H 0.3685 5.0360 1.0527 0.200 -1.993 -1.001 0.3083
H -0.0646 4.1838 -1.7668 2.006 0.650 1.348 0.2932
H 1.3056 5.4617 -1.1715 -0.915 -2.371 -0.194 0.3370
H 1.7210 3.6100 -1.5057 -1.582 1.516 0.820 0.1991
H -1.2282 2.9661 1.5945 0.984 0.144 -2.222 0.1136
H -1.6731 3.5437 -0.1451 2.144 -0.935 1.254 0.4457
H -0.5468 1.9961 0.1026 -0.390 2.106 0.606 -0.1531
H 3.6555 -1.2421 3.5905 -1.012 2.005 -0.697 0.3974
H 4.0692 0.2852 2.5602 -1.925 -0.689 1.512 0.2742
H 4.5959 0.5651 4.9375 -1.773 0.004 -0.414 0.3402
H 2.7188 -1.0290 5.9208 0.000 2.061 -0.171 0.3218
H 2.8953 0.7235 6.7591 -0.692 -1.445 -2.238 0.3896
H 1.1295 1.7056 5.1281 -0.270 -2.752 -0.208 0.3725
H 0.8908 0.2446 8.8007 0.493 -1.679 -1.230 0.3334
H 0.7537 -1.2477 4.2436 -0.004 1.397 -0.386 0.7612
H -1.3659 -0.8161 4.0393 1.427 1.913 -0.957 0.3784
H -0.8553 -0.1135 2.3678 0.881 0.658 2.298 0.2520
H -2.8800 2.0602 4.5218 0.818 -1.395 -0.339 0.3200
N -0.1323 -4.0798 -4.5568 0.503 -0.671 -0.479 -0.2580
C -0.2063 -5.3893 -4.2328 -0.008 0.900 -0.138 -0.2821
C 0.4362 -6.3949 -4.9372 0.132 0.103 -0.201 -0.4768
C 1.1989 -6.0389 -6.0445 0.013 0.000 -0.007 -0.1439
C 1.2929 -4.6985 -6.4043 -0.040 -0.253 0.101 -0.7615
C 0.6170 -3.7646 -5.6356 -0.522 -0.109 0.716 0.1624
H -0.8160 -5.6167 -3.3632 0.045 -0.030 -0.067 0.3653
H 0.3438 -7.4305 -4.6302 -0.010 0.105 -0.020 0.3556
H 1.7161 -6.7995 -6.6221 -0.066 0.092 0.069 0.3722
H 1.8788 -4.3886 -7.2622 -0.066 -0.009 0.085 0.3599
H 0.6622 -2.7056 -5.8737 0.015 -0.067 -0.017 0.3347
```
Positions in Å, forces in eV/Å.

Computed properties:
E = -4557.7325 a.u.
Total charge = +1

Formula: C30H58F6O16
Source: the OMol25 dataset
Level of theory: the ωB97M-V functional and the def2-TZVPD basis

```
110
Properties=species:S:1:pos:R:3:forces:R:3:mulliken_charge:R:1
C 1.6903 1.7023 22.6303 0.714 -1.895 -0.001 -0.6192
O 2.1750 0.5584 23.3517 -0.023 -0.500 0.949 -0.6423
C 2.9539 -0.3499 22.5020 4.078 1.652 3.170 1.0053
C 3.3527 -1.8168 22.9133 1.304 3.045 0.574 0.2351
O 2.2868 -2.6031 23.1974 -3.443 -2.395 1.043 -0.3871
C 2.4223 -3.9854 23.7485 2.768 1.701 -0.044 -0.5356
C 3.0142 -3.8750 25.1841 -1.492 -1.302 -1.286 -0.6021
O 4.3620 -3.5237 25.1339 1.035 0.767 0.888 -0.2806
C 4.7279 -2.8809 26.3843 -1.404 0.003 -0.555 -0.7423
H 0.8722 1.3207 22.0194 -0.476 0.714 -0.071 0.2173
H 2.4856 2.0177 21.9549 -0.037 0.625 -0.048 0.0910
H 1.4028 2.5050 23.3094 -0.027 -0.276 -0.012 0.4030
H 3.7709 0.2793 22.1490 0.896 -1.353 2.084 -0.1280
H 2.4421 -0.4156 21.5419 8.882 2.431 5.564 -0.5410
H 4.0222 -1.6330 23.7536 0.313 -0.873 0.121 0.2211
H 3.8788 -2.2045 22.0409 0.555 0.102 0.032 -0.5368
H 3.1628 -4.4640 23.1076 0.151 -0.286 -0.015 0.1578
H 1.5288 -4.6081 23.7026 -0.417 0.896 -0.012 0.3829
H 2.9570 -4.8146 25.7336 -0.269 -0.554 -0.151 0.5004
H 2.2800 -3.2506 25.6932 0.602 0.968 0.332 0.3930
H 4.0446 -3.3067 27.1190 0.297 0.144 0.514 0.3205
H 4.4658 -1.8310 26.2538 0.159 0.230 0.306 0.3023
H 5.7523 -2.9694 26.7461 0.065 -0.408 -0.734 0.2364
C 2.8151 1.3741 12.4650 0.983 -1.897 -1.921 -0.5054
O 3.5146 1.2941 11.1124 -0.349 0.235 1.490 -0.4304
C 4.0462 0.0444 10.6756 -0.380 -1.249 1.797 -0.6326
C 5.1370 -0.6075 11.6584 0.644 3.365 -1.156 -0.4810
O 4.7353 -0.8344 12.9765 -0.859 -1.131 0.085 -0.2616
C 5.7322 -0.9692 13.9815 -1.209 -0.813 -0.295 -1.3004
C 5.2017 -1.9970 14.9630 1.878 -5.517 -3.478 1.4383
O 5.2342 -3.4012 14.5482 0.100 0.478 -0.493 -0.5305
C 5.3605 -4.3504 15.6087 -1.989 -1.435 0.781 -0.7679
H 2.7681 0.3410 12.8093 -0.414 0.085 0.122 0.1737
H 1.8103 1.7651 12.3046 0.319 0.265 0.019 0.3509
H 3.4114 1.8842 13.2216 0.020 0.489 -0.461 0.2155
H 4.4075 0.2034 9.6596 0.751 0.237 0.329 0.3966
H 3.2950 -0.7259 10.5013 -0.741 0.053 0.360 0.3310
H 5.7749 0.2672 11.7854 0.897 0.114 -0.533 0.3467
H 5.7257 -1.3788 11.1617 -0.326 -0.508 0.180 0.3904
H 5.7975 -0.0378 14.5440 0.084 0.402 -0.332 0.4815
H 6.7337 -1.2487 13.6547 -0.089 -0.189 -0.474 0.4123
H 4.1958 -1.7679 15.3149 -1.029 -0.956 -3.349 0.0161
H 5.7789 -1.9718 15.8873 0.630 -1.958 -3.713 0.4801
H 5.3439 -5.3459 15.1652 0.339 0.142 -0.304 0.4831
H 4.5570 -4.4318 16.3407 -1.345 0.661 -0.543 0.2396
H 6.1767 -4.2931 16.3289 -0.728 -0.752 -1.185 0.3613
C 4.5496 1.3743 20.6362 -0.462 0.756 -0.613 -0.8300
O 5.3143 0.7483 19.6005 -3.455 0.217 1.425 0.2796
C 6.4861 1.3220 19.3781 3.122 1.021 -0.459 -0.9619
C 7.1846 0.7668 18.1460 0.503 -0.329 1.420 -0.8445
O 6.9184 -0.6338 18.0951 8.644 7.724 -3.561 -0.0863
C 7.5396 -1.1570 16.9544 2.972 -1.042 0.403 0.1431
C 7.1700 -2.6187 16.9865 1.685 -3.074 -1.674 -2.6568
O 7.4295 -3.3988 15.7411 3.818 3.336 1.462 -0.1282
C 8.8026 -3.8184 15.8180 -0.734 0.006 -0.841 -0.8484
H 3.6058 0.8496 20.7849 1.449 0.048 -0.345 -1.1751
H 4.1579 2.3395 20.3151 0.601 0.488 -0.161 0.5115
H 5.0522 1.4925 21.5962 0.581 -0.153 -0.200 0.8006
H 7.0406 1.1355 20.2978 0.936 0.490 -0.202 0.4771
H 6.5487 2.3786 19.1177 -0.799 0.737 0.649 0.3618
H 8.2421 0.9351 18.3491 0.359 -0.051 -0.245 0.4423
H 6.9635 1.2966 17.2194 -0.529 -0.201 -0.183 0.4356
H 8.6038 -0.9964 17.1267 0.382 -0.401 -0.276 0.9144
H 7.3052 -0.7068 15.9898 0.978 0.059 0.118 -0.1329
H 6.1294 -2.8532 17.2109 0.672 -0.075 0.068 1.0616
H 7.7245 -3.0801 17.8037 0.449 -0.312 -0.346 1.3014
H 9.0971 -4.2818 14.8764 -0.402 -0.315 0.017 0.3135
H 8.7910 -4.5432 16.6320 1.030 0.077 0.104 0.3254
H 9.4671 -2.9562 15.8751 0.213 -0.093 0.755 0.2518
C 5.2120 -0.8436 16.7994 -5.702 0.964 2.594 -1.2342
C 4.1851 0.1310 17.2638 1.196 1.941 1.812 0.8568
O 3.0779 -0.5426 17.9287 -2.143 -0.548 1.629 -0.4065
C 2.3738 0.0465 18.9455 2.336 2.042 -1.679 0.7928
O 2.4676 1.2435 19.2394 0.319 -5.553 0.127 -0.1060
C 1.4690 -0.9279 19.7711 0.133 -0.911 -0.441 0.2775
F 0.1688 -0.7993 19.4628 0.865 -0.900 -0.170 -0.3266
F 1.9412 -2.1724 19.7477 -0.942 0.109 -1.154 -0.1088
F 1.6036 -0.6616 21.1182 -14.532 -2.949 -9.658 -0.0401
H 4.6308 -1.5655 16.2258 -0.684 3.354 4.695 0.4673
H 5.6582 -1.5275 17.5214 -3.536 1.229 -1.366 -0.2870
H 6.0560 -0.5250 16.1875 -2.944 1.549 0.722 0.3684
H 3.8358 0.8238 16.4982 -0.342 -0.401 -0.299 0.5978
H 4.6217 0.7152 18.0738 -0.679 0.377 -0.837 -1.2671
C 6.4536 -1.2766 20.9440 -0.243 -1.016 -2.347 -1.6004
C 6.1046 -1.9306 19.5134 -0.171 -0.077 3.433 1.1864
O 4.8586 -2.5082 19.5278 -3.012 -5.132 0.122 0.6335
C 4.6390 -3.7807 20.0865 2.138 2.719 3.256 0.1129
O 5.1557 -4.0837 21.1780 -1.720 -0.159 -3.941 -0.5762
C 3.5363 -4.6083 19.3668 2.395 -0.163 -1.475 0.7349
F 2.6320 -4.8991 20.2382 -1.796 0.113 0.311 -0.2309
F 3.0963 -4.0000 18.2192 -0.120 -0.693 1.718 -0.2001
F 4.0907 -5.7900 18.9731 -0.126 0.551 -0.032 -0.3153
H 6.5975 -2.0595 21.6887 0.382 0.181 -0.110 0.5147
H 5.6197 -0.6450 21.2502 0.200 -0.344 0.040 0.3650
H 7.3212 -0.6499 20.7375 0.224 -0.284 0.683 0.4130
H 6.8900 -2.4500 18.9644 -0.194 -1.395 2.328 -0.4813
H 6.0154 -1.2970 18.6310 -2.594 -0.627 4.586 -0.9353
C 2.6143 3.1518 17.7025 0.685 -1.483 -0.621 -1.0217
C 1.2192 2.4362 17.6831 1.254 1.181 1.250 1.0141
C 0.4726 2.2028 19.0222 0.922 -1.532 0.696 0.2500
O -0.6200 3.0478 18.9530 -1.079 -1.583 5.508 -0.4084
C -0.7517 3.5688 17.8356 -1.569 1.910 -4.297 0.5261
O -1.7431 4.1207 17.4214 1.180 -0.062 0.111 -0.6213
O 0.3870 3.3550 17.1590 -2.176 3.270 -3.729 -0.4919
H 3.3638 2.4121 17.9838 0.020 0.674 -0.162 0.1674
H 2.7494 4.0094 18.3615 -0.718 -0.057 0.149 0.2000
H 2.9160 3.4560 16.7002 -0.510 0.234 -0.188 0.4205
H 1.0969 1.6000 16.9946 1.002 -0.610 0.313 0.1297
H 1.0439 2.2896 19.9464 -0.586 1.128 -0.284 -0.0457
H 0.1460 1.1637 19.0650 -0.563 0.483 -0.183 0.0623
```
Positions in Å, forces in eV/Å.

Computed properties:
E = -2979.7437 a.u.

no.,E_LUMO (eV)
1,-3.19
2,-0.24